Density functional theory data (the ωB97M-V functional and the def2-TZVPD basis) for a structure of composition C12H18CuIOS.

Each line ends with the Mulliken charge.
Atoms and positions in Å:
I (-1.2543, 0.6081, -1.7747)  -0.378
Cu (-0.2558, 0.1702, 0.4108)  0.110
S (-1.7085, -0.1845, 2.2868)  0.081
O (1.7027, -0.2595, 0.8167)  -0.384
C (-0.0333, -6.0195, 3.4100)  -1.506
C (1.6936, -2.3599, 1.9572)  1.105
C (-2.8537, -1.3838, 1.5520)  -0.717
C (0.6236, -2.7790, -0.3398)  -1.814
C (2.2672, -1.0786, 1.5146)  -0.859
C (-1.1728, -1.1867, 3.6975)  -0.437
C (1.9704, -2.8004, 3.2626)  0.918
C (2.8528, -2.0227, 4.2116)  -2.150
C (0.5803, -4.7495, 2.8901)  0.665
C (0.8905, -3.1351, 1.0986)  1.029
C (1.3954, -3.9770, 3.7096)  -0.715
C (0.3557, -4.3198, 1.5894)  -0.821
H (3.2810, -0.8363, 1.8618)  0.453
H (1.4717, -2.2872, -0.8109)  0.390
H (2.5153, -2.1540, 5.2385)  0.452
H (-0.3888, -0.6428, 4.2187)  0.259
H (0.3835, -3.6774, -0.9069)  0.447
H (1.5860, -4.2980, 4.7278)  0.426
H (3.8800, -2.3884, 4.1587)  0.379
H (-0.5341, -6.5719, 2.6171)  0.368
H (-0.7662, -5.8011, 4.1884)  0.312
H (0.7297, -6.6621, 3.8510)  0.364
H (-3.6931, -1.5387, 2.2285)  0.359
H (-3.1945, -0.9696, 0.6070)  0.293
H (-2.0249, -1.3270, 4.3597)  0.442
H (-0.2467, -4.9288, 0.9249)  0.339
H (-0.2266, -2.0995, -0.4502)  0.175
H (-2.3212, -2.3198, 1.3866)  0.110
H (2.8647, -0.9541, 4.0013)  0.468
H (-0.7951, -2.1436, 3.3459)  -0.165

Its multiplicity is 1. The largest force on an atom is 0.43 eV Å⁻¹. For the energy above the lowest of the compared OMol25 structures with the same formula, charge and spin, the calculation gives 0.000 eV. For the total energy, the calculation gives -2879.70545 hartree.



Density functional theory data (the ωB97M-V functional and the def2-TZVPD basis) for a structure of composition C12H18F12KNO12S4 at a distorted geometry.

Each line ends with the Mulliken charge.
Atoms and positions in Å:
K (1.4762, 1.1052, -0.7176)  1.248
S (-0.1219, -2.0553, -2.3749)  1.020
S (5.0762, 0.7586, -2.7709)  1.113
S (1.9986, 1.4757, 2.8329)  1.174
S (0.6304, 4.1804, -2.1468)  1.022
F (-1.0264, 0.1131, -3.4598)  -0.187
F (1.5655, 2.2575, -3.7615)  -0.151
F (0.8952, 4.1164, -4.7537)  -0.256
F (4.2937, -1.7394, -3.3380)  -0.230
F (-1.4401, -1.6290, -4.6739)  -0.255
F (0.8071, 0.1385, 4.8484)  -0.260
F (1.4291, -1.0826, 3.1565)  -0.216
F (2.8889, -0.3627, 4.5723)  -0.259
F (0.5600, -0.7757, -4.5945)  -0.202
F (4.0271, -0.3361, -4.9630)  -0.246
F (2.7593, 4.0575, -3.6717)  -0.227
F (6.0026, -1.0522, -4.4810)  -0.255
O (2.1402, 2.5817, 3.7395)  -0.683
O (-1.3774, -2.0691, -1.6187)  -0.724
O (1.4491, 3.7597, -1.0237)  -0.694
O (6.3002, 0.3811, -2.0921)  -0.717
O (-0.6177, 3.4280, -2.2769)  -0.694
O (3.8836, 0.7383, -1.9503)  -0.599
O (0.2926, -3.3520, -2.8445)  -0.671
O (0.8928, -1.2453, -1.7233)  -0.706
O (5.2346, 1.9241, -3.6053)  -0.683
O (0.4460, 5.6066, -2.2719)  -0.676
O (0.7684, 1.4940, 2.0327)  -0.605
O (3.1334, 1.1474, 2.0112)  -0.680
N (-2.0642, -1.4081, 1.9281)  0.678
C (-2.8196, -0.6487, 0.8671)  -1.250
C (-1.8939, -0.5615, 3.1938)  0.582
C (-2.5078, -2.7750, 3.8297)  -0.567
C (-2.8572, -2.6165, 2.3637)  -0.620
C (-2.5586, -1.3390, 4.3384)  -0.755
C (-0.5242, -1.0536, -3.8883)  0.557
C (1.7759, -0.0265, 3.9181)  0.564
C (-3.0496, 1.3148, -0.6277)  -1.617
C (1.5005, 3.5800, -3.6773)  0.602
C (-2.1935, 0.6477, 0.4647)  0.766
C (-0.7581, -1.8652, 1.3361)  -1.411
C (4.8285, -0.6780, -3.9368)  0.584
H (-3.8346, -0.5231, 1.2548)  0.478
H (-2.8927, -1.3236, 0.0103)  0.498
H (-4.0282, 1.5817, -0.2157)  0.440
H (-3.1755, -3.4833, 4.3177)  0.417
H (-3.1751, 0.6364, -1.4716)  0.302
H (-2.5158, -3.4923, 1.8155)  0.218
H (-1.1797, 0.5719, 0.1119)  -0.282
H (-0.2364, -2.5015, 2.0397)  0.477
H (-1.4725, -3.1042, 3.9400)  0.295
H (-1.0109, -2.4335, 0.4404)  0.478
H (-3.9043, -2.4059, 2.1603)  0.493
H (-2.4544, 0.3498, 3.0294)  0.338
H (-3.5856, -1.0075, 4.4940)  0.320
H (-2.5741, 2.2442, -0.9389)  0.356
H (-2.1570, 1.3906, 1.2652)  0.306
H (-0.2371, -0.9895, 0.9724)  0.373
H (-1.9769, -1.2207, 5.2507)  0.386
H (-0.8346, -0.4244, 3.3347)  -0.705

Its multiplicity is 1. The largest force on an atom is 1.87 eV Å⁻¹. For the energy above the lowest of the compared OMol25 structures with the same formula, charge and spin, the calculation gives 0.206 eV. The charge is -2. For the total energy, the calculation gives -4817.03250 hartree.



Density functional theory data (the ωB97M-V functional and the def2-TZVPD basis) for a cluster of 4 separate species, C12H18F5N3O7PS in total at a distorted geometry.

Each line ends with the Mulliken charge.
Atoms and positions in Å:
S (1.5168, 0.1438, 4.7502)  -0.190
P (0.7774, -1.1729, 3.2511)  0.221
F (-1.8000, -2.4796, 4.1274)  -0.222
F (1.7576, -3.4598, 4.5124)  -0.222
F (-0.5731, -2.4354, 6.0931)  -0.174
F (-1.0404, -4.4657, 4.9844)  -0.184
F (0.3207, -3.7571, 2.7431)  -0.258
O (2.1769, -0.0875, 1.0553)  -0.347
O (-2.6287, 2.1272, -3.4853)  -0.515
O (7.3334, 0.5058, 0.9481)  -0.511
O (-4.4476, -1.4455, -5.1885)  -0.527
O (-5.7780, -0.3741, -6.5311)  -0.506
O (-0.6108, 2.9040, -3.2745)  -0.490
O (5.9912, 1.7113, 2.1568)  -0.526
N (-5.2345, -0.5496, -5.4544)  0.865
N (-1.4515, 2.2008, -3.8074)  0.850
N (6.3751, 0.6532, 1.6844)  0.900
C (-1.0136, 1.3562, -4.9494)  -0.785
C (-0.3360, -0.1502, 0.1740)  -0.186
C (-5.5525, 0.4083, -4.3640)  -0.415
C (-1.5121, 0.6815, -0.3962)  -0.629
C (0.5679, -2.9658, 3.9260)  0.650
C (0.9977, 0.5501, 0.5453)  0.517
C (-1.4226, 2.2365, -0.5834)  -0.578
C (5.6069, -0.5687, 2.0367)  -0.578
C (1.8799, -1.3282, 1.7220)  -0.588
C (-0.7304, -3.0993, 4.8560)  0.596
C (-0.0975, 2.9349, -0.1869)  -0.327
C (1.0935, 2.1060, 0.3480)  -0.431
H (-2.2965, 2.8481, -0.9811)  0.420
H (0.0144, 4.0657, -0.2847)  0.361
H (-0.4159, -1.2766, 0.3317)  0.299
H (5.2289, -0.9977, 1.1089)  0.251
H (-6.2594, 1.1462, -4.7389)  0.299
H (2.8723, -1.7941, 2.0769)  0.430
H (-4.6200, 0.8854, -4.0639)  0.052
H (0.5026, 1.0748, 5.0255)  0.279
H (-1.5976, 1.6526, -5.8200)  0.281
H (-5.9880, -0.1607, -3.5433)  0.273
H (0.0479, 1.5229, -5.1221)  0.349
H (2.0809, 2.6166, 0.6101)  0.379
H (4.7851, -0.2889, 2.6944)  0.162
H (6.2891, -1.2526, 2.5405)  0.341
H (-2.4964, 0.1954, -0.7056)  0.369
H (-1.2028, 0.3171, -4.6811)  0.293
H (1.4049, -2.0689, 0.9942)  0.440
H (-0.5151, -0.6654, 2.8652)  0.311

Its multiplicity is 1. The largest force on an atom is 5.00 eV Å⁻¹. The charge is +1. For the total energy, the calculation gives -2397.11540 hartree.